1.
{"formula": "C6H14N2O2", "method": "wB97M-V/def2-TZVPD", "elements": ["H", "H", "C", "H", "H", "H", "N", "C", "O", "C", "N", "C", "H", "H", "H", "H", "O", "H", "H", "C", "H", "H", "C", "H"], "coordinates": [[3.32736, -2.42720, 0.28099], [1.89294, 1.64017, 1.41180], [1.76170, 1.78518, 0.34352], [-2.91657, -2.56809, 0.38987], [2.50433, 2.50765, 0.01968], [-3.21083, -2.10867, -1.24758], [1.96118, 0.50962, -0.32678], [2.94285, -1.68937, -0.42531], [-1.07199, 0.37629, -1.01055], [-1.96374, 0.49188, -0.20181], [-2.87830, -0.48799, 0.07341], [-2.63629, -1.84342, -0.36214], [-1.26129, 2.18613, 0.90742], [-2.64149, 1.51083, 1.60910], [-1.58327, -2.00494, -0.56184], [2.07129, -2.19288, -0.83885], [3.92555, 0.15072, 0.72254], [-2.87626, 2.43374, 0.13350], [-3.81325, -0.25027, 0.34319], [-2.20946, 1.74788, 0.63518], [3.71694, -1.82565, -1.19754], [1.21269, 0.22099, -0.92899], [3.00373, -0.26852, 0.04764], [0.74219, 2.10594, 0.18356]], "atomic_forces_ev_per_a": [[-0.1, 0.5, 0.7], [0.1, 0.0, 0.2], [0.4, -0.4, 0.1], [-0.2, 0.0, 0.5], [-0.1, 0.3, -0.1], [0.1, 0.1, -0.3], [-0.1, 0.7, 0.4], [1.5, -1.8, -0.9], [0.6, -0.2, 0.1], [-1.4, 0.7, 0.7], [0.8, -0.6, -0.3], [-0.4, -0.4, -0.4], [0.2, 0.4, -0.5], [-0.3, -0.2, -0.2], [0.1, 0.3, -0.1], [-0.6, 0.9, 0.0], [0.0, 0.0, 0.1], [0.1, 0.4, -0.3], [0.1, 0.2, 0.4], [0.2, -0.6, 0.5], [-0.2, 0.4, -0.1], [0.0, -0.5, 0.0], [-0.8, -0.3, -0.2], [0.0, 0.2, -0.3]], "nbo_charge": [0.2408, 0.2017, -0.4121, 0.1981, 0.2024, 0.1908, -0.6177, -0.7328, -0.6335, 0.6953, -0.6276, -0.4195, 0.2361, 0.2209, 0.2276, 0.2198, -0.6302, 0.2354, 0.3972, -0.7170, 0.2368, 0.4220, 0.6658, 0.2000], "total_charge": 0, "lumo_energy_ev": 0.6, "energy_ha": -497.02537, "smiles": "CNC(C)=O.CNC(C)=O", "relative_energy_ev": 0.875}

2.
{"formula": "H10O5", "method": "wB97M-V/def2-TZVPD", "elements": ["H", "H", "H", "H", "H", "H", "O", "H", "H", "H", "H", "O", "O", "O", "O"], "coordinates": [[-2.51198, -0.53724, -1.17376], [-0.82703, -1.45921, 1.31421], [1.53531, -1.14723, 0.52478], [-2.13378, -1.97602, 1.04627], [0.22363, 0.85855, 0.69543], [2.83362, 2.14050, -0.07897], [2.13237, 1.63557, -0.45300], [2.22235, -0.15189, -0.35649], [-1.16334, 0.43757, 0.42787], [-2.04756, 0.67904, -2.03645], [1.50670, 2.28683, -0.79251], [-0.36144, 0.17630, 0.88031], [-1.27319, -2.31849, 1.25101], [2.21158, -1.05720, -0.14167], [-2.34723, 0.43291, -1.10704]], "atomic_forces_ev_per_a": [[0.2, 1.0, 0.0], [0.7, -0.3, 0.1], [-0.3, -0.1, 0.2], [-1.1, -0.4, -0.1], [2.1, 1.8, -0.4], [0.9, 0.6, 0.5], [-1.1, 0.0, -0.5], [0.0, 1.7, -0.4], [-0.5, 0.0, -0.5], [-0.5, -0.5, 1.8], [0.1, -0.1, -0.1], [-1.3, -1.4, 0.9], [0.3, 0.3, 0.1], [0.4, -2.1, 0.2], [0.2, -0.6, -1.9]], "nbo_charge": [0.4867, 0.4852, 0.4697, 0.4424, 0.4809, 0.4865, -0.9525, 0.4736, 0.4971, 0.4878, 0.4815, -0.9738, -0.9455, -0.9571, -0.9624], "total_charge": 0, "lumo_energy_ev": 0.0, "energy_ha": -382.17865, "smiles": "O.O.O.O.O", "relative_energy_ev": 1.239}